(1)
{
  "formula": "C5H11MoNP",
  "method": "ωB97M-V with the def2-TZVPD basis set",
  "symbols": ["C", "C", "C", "C", "C", "Mo", "P", "H", "H", "H", "H", "H", "H", "H", "H", "N", "H", "H", "H"],
  "xyz": [[1.210900, 0.164544, -1.708738], [0.118531, 0.036388, -2.633008], [-0.580629, -1.199724, -2.699547], [-0.323566, -2.125591, -1.641018], [0.774033, -1.815650, -0.793546], [-0.510619, -0.144597, -0.606020], [-0.111732, 2.151614, 0.325268], [2.025063, 0.895348, -1.795616], [-0.214042, 0.867022, -3.235518], [-1.314002, -1.396090, -3.527290], [1.325645, -2.541384, -0.133940], [-0.947961, -3.041654, -1.515528], [-1.087842, 2.591862, 1.280964], [-0.007245, 3.381537, -0.415067], [1.019820, 2.178661, 1.213520], [-0.630818, -0.673122, 1.580791], [0.354537, -0.782716, 1.780314], [-1.100090, -1.564855, 1.780029], [-1.037882, 0.036106, 2.212649]],
  "atomic_forces_ev_per_a": [[-1.74, -1.55, 0.64], [1.00, -0.37, -1.29], [-0.76, 0.25, -0.07], [0.38, -0.89, -0.55], [-0.35, 1.48, -0.61], [0.89, -0.78, 1.30], [-0.30, 0.96, 0.56], [-0.15, -0.66, 0.30], [0.44, -0.09, -0.69], [0.32, 0.41, 1.42], [-0.46, 1.20, -0.73], [0.83, 0.67, -0.39], [0.41, -0.03, -0.33], [0.19, -0.70, 0.43], [-0.46, 0.19, -0.60], [-1.08, 0.26, 0.52], [0.14, -0.09, 0.36], [0.30, 0.39, -0.05], [0.39, -0.64, -0.24]],
  "lumo_energy_ev": [-4.03, -3.90],
  "spin_multiplicity": 3,
  "s2": 2.02,
  "e_homo_ev": [-11.0, -11.7],
  "total_charge": 1,
  "e_above_lowest_kj_mol": 214.5,
  "gap_ev": [7.01, 7.80],
  "energy_ha": -660.9943
}


(2)
{
  "formula": "C24H72AlF2N13O8P4S2",
  "method": "ωB97M-V with the def2-TZVPD basis set",
  "symbols": ["Al", "N", "S", "O", "O", "F", "S", "O", "O", "F", "O", "P", "N", "C", "C", "N", "C", "C", "N", "C", "C", "H", "H", "H", "H", "H", "H", "H", "H", "H", "H", "H", "H", "H", "H", "H", "H", "H", "H", "O", "P", "N", "C", "C", "N", "C", "C", "N", "C", "C", "H", "H", "H", "H", "H", "H", "H", "H", "H", "H", "H", "H", "H", "H", "H", "H", "H", "H", "O", "P", "N", "C", "C", "N", "C", "C", "N", "C", "C", "H", "H", "H", "H", "H", "H", "H", "H", "H", "H", "H", "H", "H", "H", "H", "H", "H", "H", "O", "P", "N", "C", "C", "N", "C", "C", "N", "C", "C", "H", "H", "H", "H", "H", "H", "H", "H", "H", "H", "H", "H", "H", "H", "H", "H", "H", "H"],
  "xyz": [[7.244062, -14.078764, -19.915889], [9.382633, -15.859557, -20.348343], [10.154801, -16.427174, -21.523697], [9.606629, -17.605936, -22.143141], [11.566281, -16.115085, -21.684670], [9.606213, -15.334296, -22.547861], [9.886166, -16.836469, -19.055879], [10.570626, -16.209932, -17.954259], [10.351232, -18.140492, -19.407562], [8.324784, -16.892002, -18.588283], [6.567745, -13.711686, -14.033616], [7.019941, -15.026031, -13.589796], [8.364590, -14.998044, -12.599710], [9.215436, -13.765392, -12.453169], [8.893662, -16.199421, -11.942776], [7.330687, -16.178229, -14.760271], [8.447099, -15.932474, -15.645480], [6.226333, -16.754895, -15.517012], [5.843716, -15.712046, -12.542684], [5.342274, -14.891258, -11.465007], [5.759552, -17.114377, -12.215592], [9.785507, -13.784194, -11.526442], [8.590594, -12.887228, -12.283544], [9.824784, -13.581106, -13.335640], [8.308947, -16.495467, -11.071525], [9.886856, -15.910901, -11.604434], [9.011544, -17.020774, -12.649919], [9.216108, -15.520443, -14.981944], [8.898975, -16.887860, -15.911544], [8.143706, -15.236443, -16.428654], [5.419642, -16.909458, -14.799486], [5.947243, -16.045355, -16.298899], [6.506275, -17.760653, -15.831573], [5.887847, -14.973242, -10.515856], [5.209432, -13.830148, -11.664410], [4.359953, -15.243501, -11.136799], [4.875109, -17.451582, -11.675961], [6.611972, -17.433347, -11.606495], [5.801893, -17.719551, -13.121403], [8.961041, -12.423772, -21.612007], [10.105573, -11.801144, -22.301052], [9.986858, -11.753956, -24.002183], [9.499546, -12.880726, -24.792547], [10.463752, -10.635722, -24.792268], [11.619070, -12.392143, -21.975286], [12.483083, -12.907477, -23.054381], [12.124160, -12.512130, -20.582536], [10.177561, -10.193579, -21.917095], [9.033519, -9.437178, -21.400713], [11.439916, -9.464460, -21.686539], [10.301648, -13.335320, -25.377658], [8.647746, -12.546607, -25.391865], [9.024021, -13.708105, -24.270721], [9.783593, -9.793609, -24.608890], [10.550349, -10.801000, -25.860688], [11.346919, -10.200796, -24.316091], [12.653679, -12.273877, -23.923801], [13.503526, -13.081609, -22.698371], [12.259002, -13.935224, -23.342098], [11.799072, -13.432024, -20.097930], [13.210427, -12.478338, -20.626396], [11.768446, -11.638948, -20.036160], [8.225063, -9.777828, -22.057881], [8.679484, -9.791145, -20.429618], [9.087474, -8.355176, -21.465533], [11.348749, -8.499514, -22.186086], [12.230713, -9.990673, -22.220212], [11.686908, -9.373478, -20.628833], [13.579376, -17.845454, -27.909452], [13.886122, -18.940299, -26.977195], [13.225724, -18.744688, -25.432181], [12.999115, -19.763550, -24.430388], [12.688540, -17.424436, -24.994372], [15.569587, -19.134499, -26.776760], [16.102547, -19.813796, -25.625499], [16.303656, -19.266103, -28.051672], [13.355930, -20.450638, -27.593965], [12.189165, -20.420263, -28.484084], [13.743642, -21.784007, -27.079335], [13.687394, -20.544326, -24.746153], [11.958019, -20.076861, -24.327035], [13.345898, -19.419320, -23.453076], [11.620293, -17.339667, -25.184533], [13.187217, -16.611434, -25.523699], [12.967381, -17.227079, -23.959141], [15.777822, -20.855139, -25.502003], [17.187855, -19.873563, -25.694140], [15.753050, -19.242703, -24.764865], [17.058698, -18.499404, -28.230633], [16.899993, -20.183266, -28.056399], [15.618607, -19.313888, -28.894789], [11.420738, -21.042463, -28.013770], [11.753464, -19.429028, -28.575956], [12.382834, -20.856930, -29.464411], [14.798105, -21.945081, -27.311975], [13.160982, -22.553229, -27.582132], [13.642199, -21.975373, -26.011133], [9.568386, -24.730279, -19.989199], [9.907977, -23.329507, -20.282301], [8.514275, -22.368144, -20.094952], [8.571515, -20.930267, -20.050570], [7.150157, -22.899533, -20.109028], [10.273725, -23.138928, -21.978592], [10.640472, -24.287835, -22.757857], [10.600787, -21.824866, -22.507771], [11.204601, -22.614119, -19.577057], [11.187680, -21.898880, -18.307541], [12.501330, -23.295907, -19.911951], [9.573861, -20.509069, -19.986078], [7.858676, -20.576219, -19.303184], [8.239553, -20.457810, -20.988880], [7.225222, -23.987321, -20.093414], [6.742740, -22.641706, -21.089541], [6.444269, -22.647221, -19.318742], [11.037869, -23.944824, -23.715297], [11.454317, -24.962312, -22.459289], [9.825924, -24.999579, -22.915495], [10.206705, -21.729867, -23.522537], [9.892803, -21.142538, -22.037062], [11.639073, -21.504700, -22.415397], [11.957830, -21.126324, -18.240958], [10.196831, -21.469815, -18.184220], [11.448088, -22.453706, -17.399997], [13.287867, -22.888061, -19.284705], [12.705823, -23.263366, -20.978883], [12.334386, -24.336102, -19.623516]],
  "atomic_forces_ev_per_a": [[1.04, 0.19, -0.72], [0.72, -0.78, 4.73], [1.98, 0.94, -7.57], [0.67, -0.32, 1.17], [-0.91, -1.29, 1.55], [-0.65, 0.50, -0.13], [-1.32, 1.54, 1.34], [-0.94, 0.06, -1.42], [-0.68, 0.27, -0.23], [0.78, -0.79, 0.52], [0.26, 0.54, -0.16], [-0.45, -0.71, 0.76], [1.02, 0.80, -0.06], [-1.40, 0.03, 0.35], [0.45, 0.66, -0.45], [-0.66, -0.26, 0.54], [0.98, 0.17, 1.94], [-0.31, 0.01, 1.44], [-0.06, -0.16, -0.02], [-0.84, 0.55, 1.00], [0.69, -1.00, -0.57], [0.30, -0.59, -0.22], [-0.29, -0.06, -0.49], [0.20, -0.14, 0.04], [-0.07, -0.04, -0.01], [0.01, -0.33, 0.16], [-0.22, -0.13, 0.10], [0.19, 0.54, -0.59], [-0.38, 0.11, -0.81], [0.47, -0.28, -0.32], [-0.43, 0.26, -0.55], [-0.28, -0.47, -0.28], [0.08, 0.23, -0.58], [0.64, -0.12, -0.24], [0.37, -0.10, -0.55], [-0.15, -0.17, -0.49], [-0.26, 0.73, -0.01], [0.01, -0.03, 0.12], [0.13, -0.01, 0.07], [-1.10, -1.12, 0.59], [1.04, 1.37, -1.43], [-0.28, -1.71, 0.89], [-0.66, -0.10, 0.04], [-0.41, 1.55, 1.69], [0.36, -0.26, -0.59], [0.87, -0.87, 0.53], [-0.49, 0.35, -0.96], [1.14, 1.41, 1.26], [-1.53, -2.01, -1.05], [-0.24, -0.73, -1.06], [-0.07, 0.21, -0.34], [0.43, 0.19, -0.60], [0.41, 0.20, 0.92], [-0.32, -0.04, -0.59], [0.18, -0.42, 0.14], [0.56, -0.43, -0.61], [-0.69, 0.20, 0.04], [-0.07, 0.49, 0.58], [-0.71, 0.07, -0.35], [-0.01, -0.04, 0.00], [0.00, 0.00, 0.13], [0.02, -0.13, 0.27], [-0.38, 0.57, 0.07], [0.49, 0.36, 0.36], [0.52, -0.07, -0.01], [0.08, 0.21, 0.37], [0.21, 0.03, 0.31], [0.00, 0.18, 0.00], [-0.18, -0.45, 0.50], [0.76, -0.20, -0.01], [-0.43, 1.34, 0.23], [1.36, -0.26, -0.60], [0.90, 0.27, -0.97], [-1.26, -0.42, -1.08], [0.01, 0.12, 0.42], [0.38, -0.37, 0.06], [-0.38, 0.38, 0.94], [-0.40, -0.44, 0.58], [0.38, 0.41, -0.74], [-0.57, -0.66, 0.63], [-0.03, -0.07, -0.25], [-0.05, 0.15, -0.02], [-0.11, -0.09, 0.30], [-0.12, -0.21, -0.43], [-0.41, -0.47, 0.22], [-0.13, -0.04, -0.19], [0.00, 0.39, 0.20], [0.52, -0.24, 0.30], [-0.35, 0.44, 0.25], [-0.28, -0.27, 0.15], [0.02, 0.20, 0.00], [-0.10, -0.10, -0.08], [0.43, 0.12, -0.13], [0.26, 0.12, -0.05], [0.05, -0.15, -0.07], [0.01, 0.13, -0.17], [-0.28, 0.43, 0.06], [0.53, 0.37, -0.25], [-1.61, -0.44, -1.11], [0.91, 0.59, 0.83], [-0.18, 0.68, -0.69], [0.69, -1.57, -1.27], [0.78, -0.30, 1.47], [0.35, -0.69, -1.33], [-1.98, 0.02, -0.05], [0.76, 0.36, 0.11], [-0.02, 0.43, 0.52], [-1.34, -0.52, 0.60], [-0.03, -0.23, 0.69], [0.37, 0.21, 0.26], [-0.39, -0.29, -0.17], [0.02, 0.01, 0.02], [-0.42, 0.17, 0.14], [0.56, 0.70, 0.28], [-0.56, 0.13, -0.19], [0.07, 0.43, 1.11], [-0.29, 0.30, -0.02], [0.67, -0.47, -0.35], [0.73, 0.42, 0.44], [0.06, -0.07, 0.07], [-0.23, 0.34, -0.77], [0.17, 0.14, 0.29], [-0.43, -0.88, -0.33], [0.05, 0.19, -0.26], [0.21, 0.27, 0.06], [0.55, -0.17, -0.10]],
  "lumo_energy_ev": -10.67,
  "e_homo_ev": -11.8,
  "total_charge": 2,
  "gap_ev": 1.08,
  "energy_ha": -4874.7054
}


(3)
{
  "formula": "C2H3NO2S2",
  "method": "ωB97M-V with the def2-TZVPD basis set",
  "symbols": ["C", "C", "N", "O", "O", "S", "S", "H", "H", "H"],
  "xyz": [[0.172761, 0.269446, 0.835363], [0.129391, -0.304157, -0.407603], [-0.742645, 0.489742, -1.365317], [-1.390539, 1.413550, -0.909477], [-0.814603, 0.087529, -2.441694], [0.861452, -0.167715, 2.317263], [0.945976, -1.464486, -1.452428], [-0.827261, 1.323425, 0.925473], [0.213820, 0.750473, 3.117403], [1.451648, -2.397809, -0.618982]],
  "atomic_forces_ev_per_a": [[-4.00, 2.23, -1.49], [0.32, 1.65, 1.49], [-0.30, 0.81, 5.13], [-0.32, 0.73, -0.36], [-0.20, -1.22, -4.90], [0.34, 0.06, 1.01], [0.45, -0.61, 0.05], [3.48, -3.56, -0.68], [0.46, -0.62, -0.74], [-0.25, 0.54, 0.48]],
  "lumo_energy_ev": -0.24,
  "e_homo_ev": -8.7,
  "e_above_lowest_kj_mol": 526.9,
  "gap_ev": 8.47,
  "energy_ha": -1079.4201
}